(1)
DFT (wB97M-V/def2-TZVPD) results for C35H33AlClN4Si2 as an isolated structure in a non-equilibrium geometry.

Last column: Mulliken charge in e.
CARTESIAN COORDINATES (ANGSTROEM)
C -1.487 -0.767 3.961  -0.444
C -2.330 -0.296 2.905  -0.954
C -2.352 -1.274 1.885  -0.214
H -2.939 0.610 2.932  0.546
C -1.566 -2.369 2.278  -0.559
C -1.005 -2.089 3.567  -0.577
H -0.535 -2.815 4.235  0.729
H -1.444 -0.380 4.983  0.638
H -2.993 -1.230 1.001  0.637
H -1.489 -3.323 1.762  0.557
Al 0.385 -0.606 2.915  -0.468
Si 1.128 0.955 0.149  0.387
C 0.022 2.415 -0.221  1.715
C 0.553 3.595 -0.753  -0.944
H 1.606 3.622 -1.037  0.409
C -0.266 4.717 -0.905  -0.726
H 0.169 5.665 -1.213  0.412
C -1.651 4.623 -0.704  -0.556
H -2.308 5.473 -0.910  0.427
C -2.192 3.422 -0.234  -1.016
H -3.268 3.273 -0.117  0.417
C -1.338 2.379 0.134  -0.377
H -1.749 1.538 0.714  0.333
C 0.348 -0.670 -0.604  1.724
C -1.094 -0.693 -0.775  -1.069
H -1.707 0.199 -0.647  0.571
C -1.737 -1.853 -1.317  0.139
H -2.789 -1.776 -1.613  0.575
C -1.091 -3.114 -1.189  -1.092
H -1.649 -4.020 -1.428  0.276
C 0.216 -3.137 -0.735  -0.558
H 0.698 -4.080 -0.498  0.376
C 0.959 -1.964 -0.606  -1.314
H 2.025 -2.032 -0.380  0.789
H 0.353 0.574 1.414  0.517
Si -0.302 -1.212 -2.438  -0.845
C 0.393 -2.388 -3.746  0.687
C -0.252 -2.407 -4.986  -0.744
H -0.971 -1.626 -5.243  0.297
C 0.033 -3.430 -5.903  -0.561
H -0.471 -3.434 -6.869  0.395
C 0.941 -4.441 -5.568  -0.558
H 1.103 -5.279 -6.248  0.368
C 1.648 -4.361 -4.362  -0.726
H 2.368 -5.132 -4.096  0.405
C 1.437 -3.288 -3.498  -0.105
H 2.062 -3.175 -2.615  0.410
C -0.401 0.449 -3.356  0.225
C -1.651 1.010 -3.588  -0.167
H -2.554 0.437 -3.359  0.368
C -1.737 2.297 -4.130  -0.652
H -2.719 2.724 -4.313  0.438
C -0.585 3.002 -4.459  -0.623
H -0.655 3.979 -4.927  0.414
C 0.669 2.433 -4.219  -0.621
H 1.577 2.984 -4.462  0.447
C 0.766 1.153 -3.673  -0.336
H 1.740 0.682 -3.503  0.409
H 2.382 1.587 0.642  -0.251
Cl 2.366 -0.951 1.812  -0.415
N 1.279 2.671 5.037  -0.107
C 0.464 3.470 4.236  -0.885
C -0.121 2.639 3.339  -0.303
N 0.336 1.341 3.553  0.725
C 1.157 1.390 4.615  0.380
C 1.756 0.183 5.108  0.071
N 1.456 -0.994 4.541  0.406
C 2.303 -1.951 5.089  -0.303
C 3.110 -1.348 6.008  -0.706
N 2.769 0.009 5.999  -0.090
H 1.857 2.971 5.816  0.200
H 0.367 4.528 4.377  0.443
H -0.819 2.878 2.553  0.505
H 2.304 -2.973 4.751  0.477
H 3.883 -1.751 6.630  0.429
H 3.230 0.755 6.509  0.196

Values from the calculation:
Net charge: +1
Electronic energy, eV: -77657.6539
Energy above the lowest of the compared OMol25 structures with the same formula, charge and spin, kJ/mol: 306.64



(2)
DFT (wB97M-V/def2-TZVPD) results for a 14-piece molecular cluster, C19H66N4O14 overall in a non-equilibrium geometry.

Last column: Mulliken charge in e.
CARTESIAN COORDINATES (ANGSTROEM)
C -2.784 1.138 2.498  -0.442
C -4.259 0.598 2.436  -0.364
O -5.152 1.460 1.815  -0.601
H -2.278 1.258 1.528  -0.234
H -2.116 0.534 3.036  0.276
H -2.804 2.023 3.140  0.478
H -4.563 0.430 3.427  0.576
H -4.249 -0.362 1.891  -0.041
H -6.035 1.025 1.777  0.338
C 1.809 3.003 -4.395  -1.481
C 2.731 2.135 -3.578  -0.414
O 1.918 1.526 -2.574  0.061
H 1.180 3.673 -3.803  0.256
H 1.144 2.419 -4.862  0.439
H 2.447 3.513 -5.078  0.453
H 3.535 2.643 -3.209  0.490
H 3.101 1.322 -4.215  0.260
H 1.758 0.619 -2.774  -0.290
C 2.719 -1.135 3.318  0.172
C 3.365 -2.433 3.812  -0.581
O 3.979 -2.954 2.694  -0.484
H 2.257 -0.579 4.191  0.290
H 2.069 -1.337 2.440  -0.714
H 3.391 -0.351 3.041  0.411
H 2.716 -3.238 4.050  0.356
H 4.002 -2.309 4.688  0.297
H 4.098 -3.886 2.891  0.296
C 3.224 1.265 0.587  1.101
C 3.558 2.260 1.568  -0.956
O 4.980 2.154 1.590  -0.618
H 2.174 1.313 0.467  -0.888
H 3.465 0.282 1.000  -0.366
H 3.748 1.488 -0.303  0.397
H 3.079 2.266 2.541  0.392
H 3.294 3.233 1.131  0.432
H 5.121 1.695 2.433  0.381
C -5.519 -0.163 -2.048  -1.393
C -4.581 -0.978 -1.101  0.033
O -3.425 -0.356 -0.600  0.242
H -5.132 -0.107 -3.062  0.305
H -5.678 0.926 -1.821  0.292
H -6.509 -0.615 -2.142  0.369
H -4.286 -1.825 -1.698  0.264
H -5.163 -1.351 -0.254  0.210
H -3.029 -1.059 -0.061  -0.380
C 0.144 2.593 2.965  0.219
O 0.351 1.231 2.826  -0.252
N 0.488 3.299 3.989  -0.356
N -0.511 3.345 2.124  -0.055
H 1.209 2.894 4.638  0.329
H 0.101 4.268 4.108  0.151
H -0.836 2.917 1.250  -0.116
H -0.824 4.362 2.302  0.221
C -0.535 3.464 -0.796  0.137
O -1.182 4.721 -0.726  -0.846
N 0.740 3.424 -1.048  0.555
N -1.179 2.325 -0.458  0.916
H 1.228 4.315 -1.078  0.297
H 1.152 2.553 -1.421  -0.317
H -2.238 2.385 -0.310  0.053
H -0.748 1.369 -0.568  -1.238
C -1.429 1.700 -3.898  -0.700
O -2.281 0.975 -2.989  -0.510
H -0.539 1.078 -4.069  -0.067
H -1.111 2.704 -3.773  0.302
H -1.959 1.628 -4.816  0.540
H -1.598 0.520 -2.462  -0.079
C -3.635 -3.349 1.442  -0.991
O -2.666 -2.793 0.640  -0.157
H -3.490 -4.352 1.673  0.472
H -4.630 -3.139 1.006  0.243
H -3.629 -2.794 2.336  0.296
H -2.331 -3.561 0.179  0.147
C -0.452 -2.230 3.219  0.505
O -0.152 -1.154 4.094  -0.586
H 0.334 -2.486 2.583  -0.251
H -1.315 -1.932 2.645  -0.435
H -0.887 -3.073 3.830  0.335
H -0.059 -0.302 3.669  0.356
C -0.004 -0.640 -0.177  1.884
O -0.127 -0.032 -1.469  3.150
H 0.860 -0.215 0.352  -1.001
H 0.094 -1.731 -0.384  -0.417
H -0.944 -0.661 0.327  -0.785
H 0.327 -0.592 -2.115  -0.999
C -1.130 -2.575 -2.900  -0.386
O -0.218 -1.750 -3.485  -0.442
H -0.682 -3.022 -1.956  0.055
H -1.560 -3.338 -3.436  0.515
H -1.953 -1.932 -2.599  -0.085
H 0.558 -2.305 -3.663  0.182
C 3.366 -1.932 -3.433  -1.075
O 2.465 -1.158 -2.631  0.068
H 3.221 -2.919 -3.110  0.401
H 4.497 -1.689 -3.281  0.176
H 2.950 -1.719 -4.384  0.398
H 2.762 -1.410 -1.752  0.056
C 2.659 -3.331 -0.082  -0.282
O 3.311 -2.015 -0.038  -0.835
H 3.031 -4.260 0.368  0.410
H 2.342 -3.706 -1.087  0.258
H 1.737 -3.227 0.531  -0.125
H 3.559 -1.888 0.907  0.140

Values from the calculation:
Net charge: 0
Electronic energy, eV: -55391.3984
Energy above the lowest of the compared OMol25 structures with the same formula, charge and spin, kJ/mol: 209.12



(3)
DFT (wB97M-V/def2-TZVPD) results for C3H2ClFS in the gas phase in a non-equilibrium geometry.

Last column: Mulliken charge in e.
CARTESIAN COORDINATES (ANGSTROEM)
F -0.684 1.997 0.101  -0.196
C 0.437 1.161 -0.075  -0.139
C 0.521 -0.096 -0.157  0.384
Cl 2.255 -0.503 -0.025  -0.188
C -0.657 -0.949 0.241  -0.134
S -2.201 -0.626 -0.088  -0.182
H 1.426 1.886 0.162  0.237
H -0.193 -1.980 0.713  0.219

Values from the calculation:
Net charge: 0
SMILES: F/C=C(/Cl)C=S
Electronic energy, eV: -29215.4329
Energy above the lowest of the compared OMol25 structures with the same formula, charge and spin, kJ/mol: 166.38



- The lowest electronic energy belongs to which entry?
  C35H33AlClN4Si2



- What is the electronic energy in the third record?
  -29215.4329 eV



- Which value of energy above the lowest of the compared OMol25 structures with the same formula, charge and spin does entry 3 give?
  166.38 kJ/mol



- Look up the energy above the lowest of the compared OMol25 structures with the same formula, charge and spin of the first one.
  306.64 kJ/mol